C3H11NOS | the ωB97M-V functional and the def2-TZVPD basis

## Properties
energy relative to the best compared isomer or geometry (same formula, charge and spin) = 18.34 kcal per mole
HOMO (spin up / spin down) = 0.0403 / -0.1972 Eh
Kohn-Sham gap (spin up / spin down) = 2.195 / 8.898 eV

```
! wB97M-V def2-TZVPD RIJCOSX def2/J DEFGRID3
* xyz -1 2
C -0.21 -2.13 -1.08
N -0.26 -0.67 -0.93
C 0.51 -0.23 0.26
C 0.89 1.22 0.23
S 1.56 1.56 1.96
H -0.95 -2.48 -0.36
H 0.75 -2.53 -0.73
H -0.43 -2.44 -2.09
H 0.21 -0.27 -1.73
H -0.15 -0.43 1.11
H 1.37 -0.89 0.38
H 1.72 1.44 -0.45
H 0.15 1.93 -0.13
H 1.75 2.88 1.82
H -2.01 1.51 1.12
H -2.19 0.48 0.02
O -2.69 1.05 0.61
*
```

=====

C5H8N5 | the ωB97M-V functional and the def2-TZVPD basis

## Properties
energy relative to the best compared isomer or geometry (same formula, charge and spin) = 56.37 kcal per mole
HOMO = -0.5246 Eh
Kohn-Sham gap = 9.121 eV

```
! wB97M-V def2-TZVPD RIJCOSX def2/J DEFGRID3
* xyz 1 1
C -2.53 -1.78 -2.60
C 0.85 -1.83 0.54
C -0.65 -1.66 -1.22
C 0.68 -0.28 0.72
C -0.08 1.85 -0.65
N -3.24 -1.27 -3.34
N 0.21 -2.43 -0.42
N -0.60 -0.30 -1.40
N -1.58 -2.40 -1.89
N 0.47 0.33 -0.63
H 1.53 -2.33 1.13
H -0.24 -0.08 1.30
H 1.61 0.15 1.15
H 0.42 2.48 0.03
H 0.04 2.20 -1.70
H -1.15 1.69 -0.32
H -1.72 -3.33 -1.55
H 1.33 0.47 -1.00
*
```

=====

C32H65BrCl26N3O3 | the ωB97M-V functional and the def2-TZVPD basis

## Properties
energy relative to the best compared isomer or geometry (same formula, charge and spin) = 227.05 kcal per mole
HOMO = -0.4232 Eh
Kohn-Sham gap = 8.622 eV

```
! wB97M-V def2-TZVPD RIJCOSX def2/J DEFGRID3
* xyz 1 1
C 4.76 3.34 0.76
C 5.14 2.52 -0.64
O 4.63 1.14 -0.66
C 4.36 0.68 -2.03
O 5.07 -0.37 -2.48
C 3.28 1.41 -3.08
C 2.18 0.33 -3.68
C 0.65 0.55 -3.20
C 0.08 -0.49 -2.03
C 0.47 -2.04 -2.46
C 1.55 -2.80 -1.50
O 2.87 -2.17 -1.40
C 1.82 -4.34 -2.08
N 2.79 -4.98 -1.09
N 0.68 -0.02 -0.73
C 0.17 1.29 -0.18
C 1.22 2.57 -0.39
C -1.37 1.69 -0.59
N -1.85 1.17 -1.91
C -3.24 1.60 -2.27
C -3.41 3.25 -2.50
C -1.58 -0.29 -2.11
C -2.46 -1.33 -1.24
C -2.12 -1.53 0.33
C -3.56 -1.40 1.17
Br -1.55 -3.46 0.60
H 4.23 2.56 1.46
H 3.99 4.20 0.52
H 5.71 3.86 1.21
H 4.74 3.20 -1.52
H 6.33 2.57 -0.72
H 3.97 1.75 -4.00
H 2.82 2.39 -2.66
H 2.64 -0.73 -3.55
H 2.18 0.52 -4.86
H -0.05 0.36 -4.15
H 0.52 1.68 -2.93
H 0.91 -2.12 -3.57
H -0.48 -2.77 -2.50
H 1.18 -2.97 -0.38
H 2.92 -1.74 -0.47
H 2.39 -4.28 -3.10
H 0.85 -5.00 -2.10
H 2.60 -4.65 -0.11
H 3.78 -4.70 -1.27
H 0.63 -0.72 0.07
H 1.72 0.12 -0.91
H 0.14 1.16 1.01
H 1.04 3.14 -1.40
H 0.92 3.34 0.47
H 2.34 2.29 -0.18
H -1.41 2.88 -0.59
H -2.17 1.37 0.24
H -3.49 1.13 -3.34
H -4.06 1.23 -1.52
H -3.38 3.76 -1.44
H -2.58 3.70 -3.19
H -4.50 3.44 -2.93
H -1.83 -0.52 -3.26
H -2.48 -2.41 -1.73
H -3.60 -0.98 -1.30
H -1.40 -0.75 0.83
H -3.25 -1.56 2.31
H -4.28 -2.28 0.85
H -4.03 -0.34 1.00
C -4.26 -4.85 3.03
Cl -5.20 -4.31 1.64
Cl -5.29 -5.12 4.44
H -3.75 -5.79 2.78
H -3.52 -4.08 3.27
C 1.83 -8.26 0.76
Cl 1.39 -9.94 0.44
Cl 0.58 -7.44 1.70
H 2.77 -8.24 1.32
H 1.96 -7.73 -0.19
C 2.43 6.72 1.46
Cl 1.65 5.54 2.53
Cl 1.58 6.84 -0.09
H 2.42 7.70 1.95
H 3.46 6.41 1.28
C -8.35 -6.54 3.24
Cl -9.29 -6.01 1.85
Cl -9.38 -6.81 4.65
H -7.84 -7.48 2.99
H -7.61 -5.78 3.49
C 2.29 9.90 -2.55
Cl 3.84 10.09 -3.38
Cl 2.41 10.39 -0.86
H 1.54 10.51 -3.05
H 2.00 8.84 -2.59
C -0.76 -11.74 2.92
Cl -1.20 -13.42 2.60
Cl -2.01 -10.92 3.86
H 0.18 -11.72 3.48
H -0.63 -11.22 1.97
C 0.78 8.07 5.30
Cl 1.44 6.81 6.35
Cl 2.02 8.72 4.22
H -0.03 7.65 4.71
H 0.39 8.89 5.93
C 4.82 10.34 -6.97
Cl 6.21 9.66 -7.84
Cl 3.35 9.44 -7.33
H 5.02 10.28 -5.89
H 4.69 11.38 -7.26
C -1.34 4.77 7.08
Cl -2.28 5.31 5.69
Cl -2.37 4.50 8.49
H -0.83 3.83 6.83
H -0.60 5.54 7.33
C -7.40 -7.02 7.89
Cl -6.72 -6.02 6.60
Cl -9.15 -6.77 8.03
H -7.21 -8.07 7.67
H -6.93 -6.74 8.84
C -1.40 -7.30 -1.63
Cl -0.72 -6.31 -2.92
Cl -3.15 -7.06 -1.49
H -1.21 -8.35 -1.85
H -0.93 -7.03 -0.68
C 6.79 -0.30 -5.27
Cl 7.75 1.16 -4.98
Cl 7.50 -1.27 -6.56
H 6.77 -0.89 -4.35
H 5.78 -0.01 -5.55
C -2.03 4.67 2.04
Cl -3.26 4.77 0.77
Cl -1.46 3.01 2.23
H -1.19 5.31 1.77
H -2.47 5.00 2.98
*
```

=====

C7H13N3O5 | the ωB97M-V functional and the def2-TZVPD basis

## Properties
energy relative to the best compared isomer or geometry (same formula, charge and spin) = 55.12 kcal per mole
HOMO = -0.3672 Eh
Kohn-Sham gap = 10.480 eV

```
! wB97M-V def2-TZVPD RIJCOSX def2/J DEFGRID3
* xyz 0 1
C 0.81 1.71 -1.80
C 0.07 0.72 -0.91
C 0.63 1.20 -3.28
C 0.41 -0.90 0.98
C 0.24 -2.33 0.21
C -0.78 -0.48 1.68
C -0.77 0.30 2.97
H 2.64 0.69 -1.36
H 2.94 2.39 -1.30
H 0.34 2.69 -1.81
H 1.23 1.57 -4.09
H 0.92 0.14 -3.19
H -1.21 1.33 -2.86
H 1.68 0.68 0.19
H 1.34 -1.24 1.65
H -1.30 0.28 1.01
H -1.59 -1.15 1.90
H -2.03 0.95 4.50
H -2.83 0.14 3.25
H -1.11 -1.42 -0.62
N 2.21 1.61 -1.17
N 0.80 0.13 -0.01
N -1.97 0.55 3.57
O -1.11 0.47 -1.23
O -0.73 1.43 -3.70
O 0.97 -3.31 0.38
O 0.27 0.74 3.43
O -0.89 -2.37 -0.53
*
```

=====

C15H17FN2O4S | the ωB97M-V functional and the def2-TZVPD basis

## Properties
energy relative to the best compared isomer or geometry (same formula, charge and spin) = 0.00 kcal per mole
HOMO = -0.3181 Eh
Kohn-Sham gap = 9.170 eV

```
! wB97M-V def2-TZVPD RIJCOSX def2/J DEFGRID3
* xyz 0 1
C 2.29 1.23 -1.92
C 1.53 -0.04 -2.27
C 1.96 -1.23 -1.41
N 1.55 -1.07 -0.03
C 2.35 -0.43 0.91
C 3.72 -0.64 1.03
C 4.46 -0.01 2.01
C 3.84 0.83 2.92
C 2.48 1.06 2.83
C 1.76 0.43 1.83
F 0.44 0.71 1.71
H 1.96 1.72 3.51
H 4.41 1.32 3.69
H 5.52 -0.19 2.08
H 4.22 -1.32 0.34
S 0.29 -2.04 0.53
O 0.33 -3.25 -0.24
O 0.38 -2.11 1.95
C -1.20 -1.20 0.04
C -1.74 -1.28 -1.23
N -2.89 -0.58 -1.24
C -3.11 -0.05 0.00
C -2.07 -0.43 0.82
H -1.94 -0.18 1.85
C -4.29 0.75 0.30
O -4.56 1.24 1.37
O -5.08 0.89 -0.80
C -6.26 1.65 -0.61
H -6.89 1.19 0.15
H -6.01 2.66 -0.29
H -6.77 1.67 -1.57
H -3.51 -0.46 -2.02
H -1.37 -1.81 -2.08
H 1.49 -2.15 -1.76
H 3.05 -1.36 -1.47
H 0.46 0.13 -2.14
H 1.72 -0.30 -3.32
H 3.37 1.08 -2.02
H 2.09 1.53 -0.89
H 2.00 2.05 -2.58
*
```

=====

C20H13N2O3 | the ωB97M-V functional and the def2-TZVPD basis

## Properties
energy relative to the best compared isomer or geometry (same formula, charge and spin) = 0.00 kcal per mole
HOMO = -0.1608 Eh
Kohn-Sham gap = 7.492 eV

```
! wB97M-V def2-TZVPD RIJCOSX def2/J DEFGRID3
* xyz -1 1
N 0.41 -1.76 0.47
C 0.92 -3.04 0.56
N 0.89 -3.47 1.81
C 0.37 -2.45 2.58
C 0.28 -2.63 4.03
O 0.56 -3.64 4.65
C 0.08 -1.36 1.75
H 1.27 -3.57 -0.32
H -0.09 -1.70 4.53
H -0.33 -0.40 2.04
C -3.87 3.30 0.02
C -2.48 3.14 -0.03
C -1.97 1.90 -0.40
C -2.82 0.84 -0.76
C -4.20 1.02 -0.79
C -4.72 2.25 -0.37
C -2.00 -0.38 -1.02
O -2.41 -1.49 -1.39
C -0.63 0.02 -0.72
C 0.46 -0.97 -0.74
C 1.85 -0.39 -0.93
C 2.50 0.29 0.10
C 3.81 0.73 -0.09
C 4.46 0.50 -1.30
C 3.78 -0.12 -2.36
C 2.47 -0.57 -2.17
C -0.55 1.43 -0.45
O 0.45 2.15 -0.26
H -4.29 4.25 0.36
H -1.79 3.94 0.21
H -4.82 0.20 -1.14
H -5.80 2.39 -0.34
H 0.23 -1.64 -1.57
H 1.99 0.49 1.04
H 4.30 1.27 0.72
H 5.50 0.80 -1.42
H 4.26 -0.27 -3.32
H 1.90 -1.07 -2.96
*
```

=====

C18H24O5Si | the ωB97M-V functional and the def2-TZVPD basis

## Properties
energy relative to the best compared isomer or geometry (same formula, charge and spin) = 88.55 kcal per mole
HOMO = -0.3026 Eh
Kohn-Sham gap = 8.933 eV

```
! wB97M-V def2-TZVPD RIJCOSX def2/J DEFGRID3
* xyz 0 1
O 3.27 4.90 -1.34
O 3.30 3.22 -3.58
O -3.77 -1.47 0.30
O 0.51 -3.59 1.33
O -2.24 -3.76 0.44
C 1.93 1.64 -2.38
C 1.33 1.25 -1.21
C 1.91 3.33 -0.21
C -1.83 -0.18 0.96
C 0.26 -1.19 1.45
C 2.53 2.86 -2.47
C 2.52 3.74 -1.36
C -2.43 -1.40 0.69
C -0.29 -2.45 1.20
C -1.63 -2.55 0.79
C 1.26 2.13 -0.13
C -0.50 -0.04 1.28
C 3.56 2.22 -4.59
C -4.57 -2.19 1.22
C -0.19 -4.81 1.43
C -2.40 -3.88 -0.96
C 1.48 1.72 2.90
C -1.04 2.88 1.61
Si 0.32 1.65 1.43
H 3.80 4.89 -2.17
H 1.94 0.91 -3.20
H 0.93 0.26 -1.16
H 1.92 3.96 0.65
H -2.44 0.68 0.83
H 1.32 -1.13 1.64
H 4.35 2.54 -5.26
H 2.66 2.12 -5.17
H 3.82 1.24 -4.22
H -4.95 -1.54 2.01
H -5.43 -2.53 0.63
H -4.01 -3.05 1.57
H -0.94 -4.74 2.24
H 0.52 -5.63 1.70
H -0.71 -4.98 0.49
H -1.40 -3.77 -1.41
H -3.03 -3.07 -1.29
H -2.83 -4.83 -1.26
H 2.51 1.81 2.55
H 1.20 2.52 3.59
H 1.37 0.79 3.46
H -1.51 3.11 0.67
H -0.57 3.77 1.95
H -1.80 2.60 2.36
*
```

=====

C4H4N2O | the ωB97M-V functional and the def2-TZVPD basis

## Properties
energy relative to the best compared isomer or geometry (same formula, charge and spin) = 56.81 kcal per mole
HOMO = -0.3269 Eh
Kohn-Sham gap = 9.155 eV

```
! wB97M-V def2-TZVPD RIJCOSX def2/J DEFGRID3
* xyz 0 1
O 2.44 0.03 0.02
C 2.08 -0.41 -1.05
C 0.71 -0.67 -1.47
C -0.29 -0.36 -0.65
N -1.17 -0.09 0.09
C -1.74 0.51 1.19
N -0.99 0.83 2.15
H 2.82 -0.65 -1.84
H 0.49 -1.09 -2.44
H -2.82 0.63 1.10
H -1.53 1.26 2.90
*
```

=====

Q: Look up the energy relative to the best compared isomer or geometry (same formula, charge and spin) of the third one.
A: 227.05 kcal per mole